{"formula": "C4H9NO2", "method": "ωB97M-V with the def2-TZVPD basis set", "max_force_ev_per_a": 4.5, "smiles": "C[C@H](O)CC(N)=O", "homo_lumo_gap_ev": 10.40, "e_above_lowest_ev": 2.419, "total_energy_ha": -362.99665, "species": ["C", "C", "O", "C", "C", "N", "O", "H", "H", "H", "H", "H", "H", "H", "H", "H"], "xyz": [[0.9490, -1.0612, -0.8423], [0.8354, 0.4326, -0.5025], [1.6100, 0.9578, 0.5265], [-0.5481, 1.0383, -0.1807], [-1.5474, 0.1847, 0.5994], [-0.8729, -0.8148, 1.3825], [-2.7426, 0.0035, 0.2892], [-0.0446, -1.5588, -0.6429], [1.6933, -1.7203, -0.4223], [1.2430, -1.4098, -1.9301], [1.1238, 1.0495, -1.3919], [1.3359, 1.8649, 0.7011], [-1.0923, 1.2440, -1.1380], [-0.5653, 2.0304, 0.2756], [0.1226, -0.5938, 1.5558], [-1.4996, -1.6469, 1.7206]], "forces_ev_per_angstrom": [[-1.026, -1.879, -2.024], [-0.613, 2.566, -1.643], [2.225, -0.991, 1.835], [-2.836, -0.337, -1.583], [-0.576, -4.425, -0.577], [-2.329, 1.009, -0.098], [2.374, 1.305, 1.018], [1.189, 0.466, -0.306], [0.360, 0.562, 1.442], [-0.948, 1.816, 1.448], [-0.106, -0.905, 0.080], [0.104, -0.301, -0.146], [0.282, -0.341, 0.641], [0.795, 0.038, 0.069], [-1.090, -0.973, 0.451], [2.194, 2.391, -0.605]], "nbo_charge": [-0.6813, 0.0907, -0.7271, -0.5387, 0.6725, -0.8861, -0.6103, 0.2402, 0.2440, 0.2320, 0.1707, 0.4745, 0.2474, 0.2266, 0.4147, 0.4303]}